(1)
Computed, not measured: a cluster of 2 separate species, C9H13NO in total at a distorted geometry, with the ωB97M-V functional and the def2-TZVPD basis.

The geometry in XYZ format:
```
24
Properties=species:S:1:pos:R:3:forces:R:3
C -3.25895 -0.74619 -1.18864 1.218 2.928 -1.898
C -3.95786 -1.20534 0.76608 0.529 2.144 -0.371
C -2.59802 0.05116 -0.25320 0.789 -0.297 -0.705
C 0.30564 -0.19017 -0.47665 -1.771 -0.751 -1.406
C -1.49652 1.03175 -0.33526 2.903 -2.929 -0.946
C 1.62705 -0.30609 -0.19952 -2.190 -0.148 -0.183
C -1.18278 2.00525 0.72671 -1.548 -0.138 1.166
C 2.34664 -1.58536 -0.60320 0.647 -0.057 1.471
C 2.46899 0.51687 0.69209 -5.400 0.983 2.899
N -3.07180 -0.28481 0.98842 -0.349 -1.006 0.132
O -4.19299 -1.40622 -0.54817 -0.929 -2.218 1.114
H -3.33561 -0.73614 -2.32368 0.359 -0.098 1.910
H -4.58920 -1.58411 1.50706 -0.927 -0.946 0.545
H -0.10850 -1.06959 -1.09011 0.343 1.332 0.855
H -1.35062 1.48131 -1.29825 -0.256 -0.170 -0.547
H -2.04933 2.34460 1.30904 -0.041 -0.411 -0.030
H -0.91068 2.83698 0.17188 1.171 1.951 -0.494
H -0.42150 1.69194 1.40707 0.375 -0.112 0.367
H 3.42277 -1.46593 -0.34385 -0.700 -0.466 -0.136
H 2.28973 -1.75028 -1.62414 -0.017 -0.031 -2.248
H 1.95261 -2.53556 -0.20326 0.113 0.600 0.478
H 3.41855 0.38971 0.49347 4.932 -0.610 -0.731
H 2.18600 0.11035 1.72160 0.955 0.514 -0.933
H 2.24957 1.58447 0.75974 -0.207 -0.063 -0.310
```
Forces are in eV/Å.

Its HOMO energy (alpha / beta) is -8.324 / -8.325 eV. The value obtained for the relative energy (zero: lowest compared OMol25 entry of this formula, charge and spin) is 124.7 kcal/mol. The value obtained for the total energy is -13076.6634 eV. As for the frontier orbital gap (alpha / beta): 9.1135 / 9.1140 eV. Its spin multiplicity is 1.


(2)
Computed, not measured: the ion C4H8N2S with charge +2 at a distorted geometry, with the ωB97M-V functional and the def2-TZVPD basis.

The geometry in XYZ format:
```
15
Properties=species:S:1:pos:R:3:forces:R:3
C 0.03505 1.39453 -0.08526 1.452 1.752 -1.883
C -0.82991 -0.92618 -0.03731 4.345 8.920 -0.422
C -1.43085 1.64389 -0.07386 -1.184 0.247 -1.387
C 1.79928 -0.25676 0.07984 0.901 -2.292 -3.804
N 0.46968 0.20613 -0.03201 -4.332 -1.620 0.143
N -0.48783 -2.11759 0.00954 1.493 -8.115 1.219
S -2.22655 0.00154 0.02567 -2.179 1.170 0.510
H 0.75601 2.27775 -0.26451 -1.109 -1.414 0.716
H -1.53470 2.34201 0.74910 -0.936 -0.103 0.837
H -2.09831 2.18982 -0.92698 2.067 -1.106 1.295
H 2.48382 0.44127 0.48154 0.540 0.800 0.408
H 2.11233 -0.61093 -1.02490 -0.351 1.005 2.345
H 1.77471 -1.17887 0.61977 0.348 -0.306 0.783
H 0.38739 -2.57967 0.37502 -0.704 1.225 -0.246
H -1.21012 -2.82694 0.10434 -0.350 -0.162 -0.514
```
Forces are in eV/Å.

Its HOMO energy (alpha / beta) is -16.126 / -20.860 eV. The value obtained for the total energy is -18068.7977 eV. Its expectation value of S² is 2.012. As for the frontier orbital gap (alpha / beta): 7.2090 / 7.2927 eV. As for the net charge: +2. Its spin multiplicity is 3.


(3)
Computed, not measured: a structure of composition C23H43BFIO9S2Y at a distorted geometry, with the ωB97M-V functional and the def2-TZVPD basis.

The geometry in XYZ format:
```
81
Properties=species:S:1:pos:R:3:forces:R:3
C 3.72087 -4.15739 -0.26936 -0.365 0.068 0.365
C 4.03842 -2.87358 0.50834 0.064 -0.783 0.002
O 4.95274 -1.98949 -0.16084 -0.093 0.351 1.022
C 4.42611 -1.22219 -1.14195 1.389 1.258 1.804
O 3.93013 -1.67057 -2.09456 -1.912 -1.466 -2.756
C 4.51602 0.26618 -0.90615 -0.187 -0.013 0.259
C 3.64570 0.63947 0.33017 0.604 0.291 -0.615
C 2.25408 0.99225 -0.22032 -0.075 -0.826 0.779
C 1.18315 1.39896 0.82302 0.690 0.201 -0.832
C 1.73678 2.63918 1.52304 0.164 -0.106 0.659
O 1.29546 0.23603 1.75994 -0.539 0.091 -0.074
S 0.88300 0.41319 3.24755 1.325 -0.613 0.772
O 1.43353 -0.69895 3.96341 -0.629 0.658 -0.483
O -0.80842 -0.14763 2.94364 -0.730 -0.722 -0.398
C -1.63613 0.60207 2.26115 3.472 1.676 0.138
S -3.34026 -0.66499 2.56380 -2.369 -1.216 0.865
C -1.93071 1.87208 2.99084 -1.773 0.378 -0.094
C -2.60911 1.76367 4.38385 0.572 1.197 0.793
C -2.43295 3.11986 5.07698 0.295 -0.220 0.121
O -2.07946 0.73019 5.19840 -0.278 -0.246 -0.315
C -1.47562 0.52405 0.72520 -1.013 -1.321 -1.178
C -1.12480 -0.99762 0.27992 -0.623 -0.726 0.224
B -1.39999 -2.34328 1.20035 0.832 1.545 -0.160
O -2.68622 -3.23678 1.19054 -0.269 -0.272 0.485
O -0.40058 -2.77953 1.98269 -1.057 0.037 0.169
C -2.92822 0.89325 0.11026 -0.220 0.130 0.005
C -3.86870 -0.25307 -0.32162 0.075 0.530 -0.726
F -2.88855 1.64188 -1.04379 0.111 -0.189 0.101
C -0.29234 1.48769 0.12596 -0.396 0.728 0.344
I -0.94050 3.63752 0.25179 -0.020 -0.292 0.239
C -0.20443 1.41142 -1.43911 0.526 -0.072 -0.524
C 0.08377 0.12973 -2.26227 -0.147 -0.095 -0.377
C 0.94732 0.45993 -3.49615 -0.160 -0.166 -0.340
C 0.10869 0.93109 -4.70150 -0.215 0.035 -0.041
C -0.16366 -0.20123 -5.68921 -0.307 0.342 -0.282
O -0.66060 -1.36341 -5.02458 0.084 -0.026 -0.011
C -2.02619 -1.63330 -5.28192 -0.006 0.125 -0.031
H 3.71383 -4.99984 0.43205 0.185 0.051 -0.221
H 4.45910 -4.32142 -1.05511 -0.146 -0.080 0.123
H 2.71302 -4.11677 -0.69647 0.294 0.053 -0.268
H 3.10337 -2.35408 0.77166 0.201 0.165 -0.151
H 4.52354 -3.13422 1.45316 0.110 0.216 -0.225
H 4.08127 0.72094 -1.80208 0.448 0.084 0.080
H 5.55220 0.58646 -0.77057 -0.138 -0.119 -0.026
H 4.15047 1.47349 0.82662 -0.303 -0.129 0.118
H 3.63159 -0.23675 0.98301 -0.102 0.397 0.215
H 2.37247 1.76537 -0.97814 -0.214 -0.119 0.059
H 1.89246 0.05495 -0.64788 0.125 0.318 -0.456
H 2.08320 3.36255 0.78134 -0.324 0.019 0.151
H 2.63341 2.33664 2.07910 -0.109 -0.045 -0.195
H 1.08284 3.11468 2.25854 -0.049 0.067 -0.331
H -3.17912 -1.21736 3.79249 0.498 0.580 0.690
H -2.58245 2.54457 2.42438 0.220 -0.152 -0.103
H -0.98581 2.43294 3.10178 0.033 -0.481 -0.104
H -3.70123 1.66263 4.28916 0.258 -0.631 -0.256
H -2.87037 3.93922 4.50050 0.005 -0.105 0.141
H -1.35997 3.31973 5.20633 -0.166 0.072 -0.022
H -2.88406 3.07223 6.07305 -0.059 0.148 -0.221
H -1.47007 1.09460 5.86041 -0.275 -0.035 -0.171
H -0.04727 -1.09893 0.10738 -0.133 0.125 0.358
H -1.55175 -1.15671 -0.71551 0.016 0.185 0.161
H -2.44228 -4.14440 0.88674 -0.052 0.521 0.110
H -0.60964 -2.89747 2.92465 0.569 -0.456 -0.262
H -3.48139 1.53870 0.80889 0.376 -0.149 0.181
H -3.51108 -0.66141 -1.27341 -0.037 -0.100 0.257
H -4.83985 0.20694 -0.53325 0.112 -0.108 0.127
H -4.01173 -1.06700 0.38499 0.036 -0.253 -0.056
H -1.06415 1.87881 -1.90730 -0.096 -0.169 0.368
H 0.56600 2.14533 -1.70125 0.064 -0.234 0.277
H 0.56099 -0.70403 -1.74603 -0.054 0.221 0.134
H -0.86419 -0.25615 -2.66782 0.143 -0.075 0.242
H 1.71107 1.20787 -3.24989 -0.059 -0.201 0.034
H 1.45477 -0.46417 -3.79678 0.135 0.252 0.134
H -0.86596 1.32864 -4.37501 0.240 0.062 0.062
H 0.60827 1.73471 -5.25528 -0.069 -0.103 0.144
H 0.74951 -0.43098 -6.25133 -0.096 -0.312 0.279
H -0.89800 0.14495 -6.43102 0.141 -0.088 0.087
H -2.30592 -2.53734 -4.73002 0.145 0.149 -0.075
H -2.66363 -0.79772 -4.94838 0.025 -0.117 -0.086
H -2.21277 -1.81223 -6.34869 0.036 0.046 0.153
Y -4.49907 -2.81455 2.54740 1.250 0.260 -1.360
```
Forces are in eV/Å.

Its HOMO energy is -15.114 eV. The value obtained for the total energy is -77151.7540 eV. As for the frontier orbital gap: 2.1147 eV. As for the net charge: +3. Its spin multiplicity is 1.


(4)
Computed, not measured: a structure of composition C52H42MnN6O7 at a distorted geometry, with the ωB97M-V functional and the def2-TZVPD basis.

The geometry in XYZ format:
```
108
Properties=species:S:1:pos:R:3:forces:R:3
Mn 0.77535 1.31085 -0.53023 -0.374 -1.171 3.750
C 1.78253 1.58506 9.36289 0.101 -0.229 0.218
O 1.46173 2.59861 8.45148 -0.126 0.122 -0.856
C 1.44084 2.26140 7.09853 -0.089 0.083 0.186
C 2.14431 1.19652 6.54455 0.026 0.241 0.645
C 2.06818 0.94915 5.18924 -0.378 0.034 -0.485
C 1.28110 1.72714 4.32926 0.219 0.285 1.121
C 0.57701 2.79408 4.91490 0.293 -0.251 -0.346
C 0.65701 3.05844 6.26492 0.189 -0.003 0.488
C 1.07686 1.36369 2.93597 -0.735 -1.159 -1.444
C 2.11738 0.86010 2.10691 -0.079 0.215 0.111
C 3.45349 0.59430 2.48787 0.378 -0.105 -0.085
C 3.95030 -0.31178 1.57302 0.319 0.280 0.584
C 2.94445 -0.52999 0.61311 -0.596 0.557 0.462
N 1.86572 0.24389 0.89675 1.444 -1.401 0.764
C 3.01865 -1.43401 -0.51562 -0.240 0.734 -0.116
C 2.55169 -0.90171 -1.75166 0.019 -0.052 -0.008
C 2.90933 -1.17234 -3.08482 -0.010 -0.132 0.149
C 2.17804 -0.30728 -3.89342 -0.235 0.318 -0.125
C 1.39989 0.46236 -3.03142 0.401 -0.409 -0.537
C 0.42506 1.54148 -3.18764 -0.803 -0.498 -0.839
C 0.06026 2.12252 -4.50950 0.267 0.145 -0.255
C -0.14563 1.38014 -5.63456 0.110 0.328 0.119
C -0.81292 1.87658 -6.76000 -0.269 -0.466 -0.752
C -1.44564 3.12824 -6.66426 -0.044 0.166 0.441
O -2.24037 3.64315 -7.69549 0.210 -0.009 0.156
C -2.97408 2.70365 -8.43300 -0.026 -0.152 -0.008
C -1.32219 3.90652 -5.55640 -0.079 -0.136 0.050
C -0.44188 3.53258 -4.41828 0.691 0.244 -0.844
C -0.98869 1.34795 -2.44214 -0.066 0.254 -1.114
N -0.89530 0.66644 -1.21006 -1.256 -0.432 -0.480
C -2.02857 -0.06524 -1.04657 0.940 0.373 1.614
C -2.44951 -0.48450 0.21744 0.421 0.235 -0.681
C -3.53518 -1.40751 0.53461 -0.217 -0.300 0.059
C -4.83825 -1.36290 0.02993 0.268 0.110 -0.017
C -5.83252 -2.18735 0.52905 -0.279 -0.352 0.244
C -5.55201 -3.08062 1.55482 0.016 -0.040 0.052
O -6.56283 -3.81549 2.18844 0.376 0.462 -0.046
C -6.98125 -4.96648 1.50536 -0.109 -0.212 -0.210
C -4.24732 -3.18925 2.02525 -0.421 -0.208 0.104
C -3.26183 -2.37299 1.51930 -0.119 0.062 -0.295
C -1.77277 0.07530 1.33749 1.124 0.717 -0.388
C -2.30912 0.19294 2.64734 0.065 0.274 1.003
C -1.36734 0.84673 3.40161 -0.573 -0.154 0.202
C -0.26001 1.09472 2.53871 0.788 0.581 0.483
N -0.56169 0.68235 1.27972 -1.172 -0.794 -0.045
C -2.76568 -0.06418 -2.28096 -0.053 0.557 -1.289
C -2.18090 0.81492 -3.12593 -0.160 -0.430 0.549
N 1.65446 0.12751 -1.74912 0.406 -0.592 -1.202
C 3.42529 -2.78457 -0.34713 0.197 -0.613 0.132
C 3.80832 -3.29662 0.91643 -0.081 0.266 -0.106
C 4.15161 -4.61189 1.10019 0.190 -0.595 -0.089
C 4.11450 -5.50727 0.03398 -0.098 -0.139 -0.076
O 4.46217 -6.85877 0.19587 0.118 0.684 -0.240
C 3.51703 -7.57275 0.94733 -0.237 -0.156 0.206
C 3.67354 -5.05557 -1.20699 0.275 -0.553 0.296
C 3.33737 -3.73712 -1.39149 -0.043 0.324 0.034
H 1.58748 1.99998 10.35417 0.013 -0.090 -0.078
H 2.83777 1.28729 9.31695 -0.070 0.043 -0.057
H 1.15854 0.69523 9.21079 0.063 0.063 0.004
H 2.74695 0.54718 7.16767 -0.027 0.009 -0.002
H 2.56785 0.08346 4.78565 0.073 -0.062 -0.044
H -0.05231 3.41393 4.29116 -0.006 0.007 -0.068
H 0.11213 3.88537 6.69926 -0.036 0.030 0.041
H 3.97869 1.01787 3.32622 0.042 0.015 0.083
H 4.93720 -0.73674 1.55045 0.169 -0.077 0.042
H 3.67637 -1.84713 -3.41958 0.056 -0.122 0.020
H 2.24149 -0.20873 -4.96306 -0.043 0.014 -0.061
H 0.19778 0.35595 -5.64644 0.039 -0.169 -0.024
H -0.89953 1.26945 -7.64630 -0.031 -0.077 -0.105
H -3.73038 3.25839 -8.99337 0.054 0.014 -0.022
H -3.47831 1.98578 -7.77535 0.051 -0.001 -0.045
H -2.34742 2.14706 -9.14272 -0.060 0.018 0.056
H -1.84505 4.84527 -5.47833 -0.117 0.216 -0.107
H 0.40669 4.25096 -4.36243 -0.282 -0.094 0.375
H -5.09454 -0.62677 -0.71854 -0.004 0.065 -0.042
H -6.84585 -2.10983 0.15540 -0.063 0.031 0.011
H -7.69527 -5.47162 2.15908 0.041 -0.030 -0.085
H -6.14344 -5.64207 1.28787 -0.050 0.070 0.041
H -7.48077 -4.71552 0.56165 0.040 -0.036 0.003
H -4.03387 -3.90722 2.80613 0.023 -0.024 0.064
H -2.24996 -2.44190 1.88999 0.040 -0.051 0.063
H -3.28188 -0.14513 2.96120 -0.022 -0.076 0.108
H -1.41820 1.06852 4.45224 -0.034 0.034 0.164
H -3.66105 -0.62743 -2.46385 -0.165 -0.141 -0.029
H -2.47055 1.10339 -4.11800 -0.152 0.051 -0.214
H 3.79333 -2.64110 1.77031 0.027 0.038 0.078
H 4.44151 -4.96308 2.08350 0.023 -0.015 0.031
H 3.87107 -8.60278 1.00504 -0.056 -0.008 0.029
H 2.52563 -7.54939 0.47483 0.094 -0.014 0.016
H 3.42087 -7.16728 1.96121 -0.019 -0.061 -0.024
H 3.58865 -5.76898 -2.01824 -0.012 0.006 -0.025
H 2.93597 -3.43514 -2.34229 -0.012 0.044 -0.101
N -0.21635 3.13135 0.20802 -0.008 0.823 0.295
C -1.25112 3.39338 -0.78739 -0.474 0.326 -0.394
C -0.75996 2.87564 -2.14278 -1.046 0.709 -0.254
O -1.16915 3.74219 -3.15824 -0.245 0.040 0.815
N 0.65615 2.56103 -2.15099 0.150 1.665 -1.932
C 1.69843 3.55390 -2.28180 0.599 0.113 0.771
C 2.60850 3.47032 -1.00659 -0.197 1.081 -1.372
O 3.42726 4.36430 -0.81756 0.130 0.010 0.055
O 2.36435 2.48187 -0.26915 0.565 -0.497 0.853
H -0.61048 3.13318 1.14758 0.158 -0.279 -0.193
H 0.49913 3.86034 0.18730 -0.177 -0.186 0.029
H -1.50963 4.46109 -0.88541 0.093 -0.310 0.021
H -2.14999 2.83933 -0.50478 0.032 0.060 -0.004
H 1.29286 4.56776 -2.36272 0.047 -0.139 -0.058
H 2.31243 3.34597 -3.16333 -0.096 0.054 0.031
```
Forces are in eV/Å.

Its HOMO energy (alpha / beta) is -0.657 / -0.670 eV. The value obtained for the relative energy (zero: lowest compared OMol25 entry of this formula, charge and spin) is 0.0 kcal/mol. The value obtained for the total energy is -109196.2266 eV. Its expectation value of S² is 8.896. As for the frontier orbital gap (alpha / beta): 4.2407 / 4.2542 eV. As for the net charge: -2. Its spin multiplicity is 6.


Among the records above, which one has the highest spin multiplicity? C52H42MnN6O7


Which formula does entry 2 have? C4H8N2S


Repeat the first record exactly.
Computed, not measured: a cluster of 2 separate species, C9H13NO in total at a distorted geometry, with the ωB97M-V functional and the def2-TZVPD basis.

The geometry in XYZ format:
```
24
Properties=species:S:1:pos:R:3:forces:R:3
C -3.25895 -0.74619 -1.18864 1.218 2.928 -1.898
C -3.95786 -1.20534 0.76608 0.529 2.144 -0.371
C -2.59802 0.05116 -0.25320 0.789 -0.297 -0.705
C 0.30564 -0.19017 -0.47665 -1.771 -0.751 -1.406
C -1.49652 1.03175 -0.33526 2.903 -2.929 -0.946
C 1.62705 -0.30609 -0.19952 -2.190 -0.148 -0.183
C -1.18278 2.00525 0.72671 -1.548 -0.138 1.166
C 2.34664 -1.58536 -0.60320 0.647 -0.057 1.471
C 2.46899 0.51687 0.69209 -5.400 0.983 2.899
N -3.07180 -0.28481 0.98842 -0.349 -1.006 0.132
O -4.19299 -1.40622 -0.54817 -0.929 -2.218 1.114
H -3.33561 -0.73614 -2.32368 0.359 -0.098 1.910
H -4.58920 -1.58411 1.50706 -0.927 -0.946 0.545
H -0.10850 -1.06959 -1.09011 0.343 1.332 0.855
H -1.35062 1.48131 -1.29825 -0.256 -0.170 -0.547
H -2.04933 2.34460 1.30904 -0.041 -0.411 -0.030
H -0.91068 2.83698 0.17188 1.171 1.951 -0.494
H -0.42150 1.69194 1.40707 0.375 -0.112 0.367
H 3.42277 -1.46593 -0.34385 -0.700 -0.466 -0.136
H 2.28973 -1.75028 -1.62414 -0.017 -0.031 -2.248
H 1.95261 -2.53556 -0.20326 0.113 0.600 0.478
H 3.41855 0.38971 0.49347 4.932 -0.610 -0.731
H 2.18600 0.11035 1.72160 0.955 0.514 -0.933
H 2.24957 1.58447 0.75974 -0.207 -0.063 -0.310
```
Forces are in eV/Å.

Its HOMO energy (alpha / beta) is -8.324 / -8.325 eV. The value obtained for the relative energy (zero: lowest compared OMol25 entry of this formula, charge and spin) is 124.7 kcal/mol. The value obtained for the total energy is -13076.6634 eV. As for the frontier orbital gap (alpha / beta): 9.1135 / 9.1140 eV. Its spin multiplicity is 1.